A structure of composition C57H51N8O3PSTi in a non-equilibrium geometry. Source: the OMol25 dataset; level of theory: ωB97M-V/def2-TZVPD.

## Properties
Lowest unoccupied orbital energy ... -0.2195 hartree
Electronic energy ... -121233.175 eV
Frontier orbital gap ... 6.7 eV
E_HOMO ... -12.7 eV

The geometry in ORCA input format:
```
! wB97M-V def2-TZVPD RIJCOSX def2/J DEFGRID3
* xyz 2 1
Ti 0.50 -0.34 0.19
C -3.72 -2.77 -1.90
N -3.03 -2.00 -0.86
C -1.99 -1.17 -1.05
N -1.61 -0.65 0.12
C -2.44 -1.17 1.08
C -3.32 -2.04 0.49
C -4.44 -2.79 1.07
C -5.39 -2.12 1.84
C -6.45 -2.81 2.40
C -6.57 -4.18 2.20
C -5.63 -4.86 1.44
C -4.56 -4.16 0.88
C -2.38 -0.80 2.51
C -2.33 0.55 2.87
C -2.35 0.91 4.21
C -2.39 -0.07 5.19
C -2.44 -1.41 4.83
C -2.44 -1.78 3.50
P -1.38 -0.65 -2.68
C 0.37 -1.16 -2.59
N 1.23 -0.70 -1.67
C 2.51 -1.07 -2.06
C 2.40 -1.78 -3.23
N 1.05 -1.81 -3.54
C 0.46 -2.44 -4.73
C 3.46 -2.34 -4.09
C 3.39 -3.64 -4.59
C 4.40 -4.14 -5.39
C 5.49 -3.34 -5.70
C 5.58 -2.05 -5.20
C 4.57 -1.55 -4.40
C 3.73 -0.72 -1.33
C 4.03 0.62 -1.10
C 5.20 0.97 -0.43
C 6.06 -0.03 0.01
C 5.76 -1.36 -0.22
C 4.60 -1.71 -0.90
C -1.05 1.07 -2.17
N -0.41 1.45 -1.08
C -0.50 2.82 -1.03
C -1.24 3.26 -2.11
N -1.57 2.13 -2.82
C -2.28 2.09 -4.11
C -1.71 4.61 -2.46
C -0.81 5.67 -2.61
C -1.26 6.94 -2.92
C -2.62 7.17 -3.08
C -3.53 6.13 -2.94
C -3.07 4.86 -2.63
C -0.04 3.71 0.06
C 1.17 4.40 -0.03
C 1.53 5.32 0.95
C 0.70 5.53 2.04
C -0.50 4.84 2.15
C -0.87 3.94 1.16
H -3.68 -2.23 -2.84
H -4.76 -2.91 -1.61
H -3.25 -3.74 -2.02
H -5.30 -1.05 1.99
H -7.19 -2.28 2.99
H -7.40 -4.72 2.64
H -5.71 -5.93 1.29
H -3.80 -4.70 0.32
H -2.35 1.30 2.09
H -2.34 1.96 4.49
H -2.40 0.22 6.24
H -2.49 -2.17 5.60
H -2.49 -2.82 3.22
H 1.17 -2.37 -5.55
H -0.46 -1.92 -5.00
H 0.24 -3.48 -4.54
H 2.56 -4.28 -4.31
H 4.34 -5.15 -5.77
H 6.29 -3.73 -6.33
H 6.43 -1.43 -5.44
H 4.63 -0.54 -4.01
H 3.36 1.39 -1.46
H 5.45 2.01 -0.27
H 6.97 0.24 0.53
H 6.43 -2.14 0.13
H 4.36 -2.75 -1.08
H -2.32 3.09 -4.51
H -3.30 1.72 -3.98
H -1.74 1.45 -4.80
H 0.25 5.48 -2.50
H -0.55 7.75 -3.03
H -2.97 8.16 -3.33
H -4.59 6.31 -3.06
H -3.79 4.05 -2.48
H 1.82 4.23 -0.88
H 2.45 5.87 0.86
H 0.98 6.25 2.80
H -1.16 5.02 2.99
H -1.84 3.44 1.20
C 1.39 1.24 3.93
C 1.83 1.29 2.49
C 2.71 2.49 2.19
O 0.65 1.28 1.61
C 2.61 0.04 2.09
O 3.58 -0.35 2.63
O 2.05 -0.52 0.98
H 0.94 2.19 4.21
H 2.26 1.07 4.57
H 0.67 0.44 4.09
H 2.26 3.40 2.57
H 2.90 2.59 1.12
H 3.67 2.34 2.69
H 0.17 2.12 1.69
C 1.47 -2.00 5.12
C 0.86 -2.88 4.07
C 0.39 -4.15 4.38
C -0.14 -4.90 3.35
N -0.18 -4.46 2.10
C 0.31 -3.24 1.90
S 0.34 -2.77 0.20
N 0.79 -2.40 2.82
H 1.87 -2.61 5.93
H 0.72 -1.34 5.55
H 2.28 -1.41 4.70
H 0.46 -4.53 5.39
H -0.54 -5.89 3.53
*
```

An isolated molecule of C21H24N4O3. Source: the OMol25 dataset; level of theory: ωB97M-V/def2-TZVPD.

## Properties
Lowest unoccupied orbital energy ... 0.0224 hartree
SMILES ... COc1ccc(-n2cnc3cc(C(=O)NCCN4CCOCC4)ccc32)cc1
Electronic energy ... -34269.467 eV
Frontier orbital gap ... 8.6 eV
E_HOMO ... -8.0 eV

The geometry in ORCA input format:
```
! wB97M-V def2-TZVPD RIJCOSX def2/J DEFGRID3
* xyz 0 1
C 7.93 2.37 1.15
H 7.20 3.07 1.56
O 7.50 1.84 -0.08
C 6.35 1.12 -0.11
C 5.55 0.85 0.99
C 4.39 0.10 0.83
C 4.02 -0.38 -0.41
C 4.83 -0.12 -1.52
C 5.98 0.62 -1.37
H 6.62 0.83 -2.21
H 4.55 -0.49 -2.49
N 2.86 -1.15 -0.57
C 2.73 -2.30 -1.30
N 1.55 -2.83 -1.25
C 0.81 -1.99 -0.46
C -0.53 -2.07 -0.08
C -1.03 -1.06 0.72
C -0.22 0.00 1.15
C 1.11 0.09 0.79
C 1.62 -0.92 -0.01
H 1.72 0.92 1.11
H -0.66 0.75 1.79
C -2.45 -1.05 1.20
O -2.78 -0.56 2.26
N -3.34 -1.59 0.34
H -3.02 -1.92 -0.55
C -4.76 -1.66 0.59
H -5.08 -2.70 0.47
H -4.93 -1.36 1.62
C -5.58 -0.77 -0.36
N -6.03 0.46 0.28
C -4.99 1.35 0.76
C -4.31 2.13 -0.37
O -5.25 2.86 -1.13
C -6.25 2.02 -1.65
H -6.96 2.67 -2.17
C -6.96 1.22 -0.54
H -7.70 0.56 -0.98
H -7.46 1.93 0.12
H -5.81 1.32 -2.39
H -3.61 2.86 0.04
H -3.75 1.44 -1.02
H -4.26 0.80 1.35
H -5.48 2.07 1.43
H -4.97 -0.59 -1.27
H -6.48 -1.30 -0.67
H -1.12 -2.91 -0.40
H 3.56 -2.72 -1.83
H 3.79 -0.13 1.70
H 5.81 1.21 1.97
H 8.86 2.90 0.94
H 8.13 1.58 1.88
*
```

The ion C3H8N4PS with charge +1 in a non-equilibrium geometry. Source: the OMol25 dataset; level of theory: ωB97M-V/def2-TZVPD.

## Properties
Lowest unoccupied orbital energy ... -0.1682 hartree
SMILES ... CP(C)c1nnn(S)[nH+]1
Electronic energy ... -29315.381 eV
Frontier orbital gap ... 8.5 eV
E_HOMO ... -13.0 eV

The geometry in ORCA input format:
```
! wB97M-V def2-TZVPD RIJCOSX def2/J DEFGRID3
* xyz 1 1
C 1.39 -1.46 -0.37
P 1.17 0.31 -0.92
C 2.32 1.26 0.18
C -0.51 0.71 -0.30
N -1.00 1.80 0.26
N -2.26 1.55 0.53
N -2.54 0.40 0.16
S -4.05 -0.44 0.28
N -1.46 -0.20 -0.39
H 0.52 -1.85 0.14
H 2.23 -1.51 0.32
H 1.58 -2.10 -1.22
H 2.60 2.20 -0.28
H 3.17 0.61 0.37
H 1.82 1.42 1.13
H -3.60 -1.56 0.89
H -1.38 -1.12 -0.79
*
```

A structure of composition C41H64FeNP2Si in a non-equilibrium geometry. Source: the OMol25 dataset; level of theory: ωB97M-V/def2-TZVPD.

## Properties
Lowest unoccupied orbital energy (alpha / beta) ... 0.0239 / 0.0142 hartree
Electronic energy ... -105888.502 eV
Frontier orbital gap (alpha / beta) ... 6.4 / 7.3 eV
E_HOMO (alpha / beta) ... -5.8 / -6.9 eV

The geometry in ORCA input format:
```
! wB97M-V def2-TZVPD RIJCOSX def2/J DEFGRID3
* xyz 0 6
Fe -1.11 0.32 0.83
C -2.53 3.62 -1.08
Si -1.79 1.91 -0.80
C -2.81 0.73 -1.94
C -3.84 1.23 -2.75
C -4.73 0.39 -3.42
C -4.60 -0.98 -3.29
C -3.59 -1.50 -2.50
C -2.69 -0.67 -1.84
P -1.31 -1.36 -0.84
C -1.93 -3.02 -0.26
C -1.89 -4.26 -1.16
C -0.56 -5.03 -1.12
C -0.12 -5.33 0.31
C -0.05 -4.04 1.14
C -1.41 -3.35 1.16
C 0.02 -1.41 -2.14
C 1.41 -1.74 -1.58
C 2.50 -1.48 -2.62
C 2.21 -2.25 -3.90
C 0.83 -1.88 -4.46
C -0.27 -2.17 -3.44
C -0.03 2.09 -1.61
C 0.10 2.36 -2.98
C 1.34 2.55 -3.57
C 2.49 2.49 -2.80
C 2.40 2.23 -1.44
C 1.15 2.00 -0.83
P 0.94 1.64 0.97
C 1.21 3.20 1.93
C 2.56 3.91 1.78
C 2.62 4.97 0.67
C 1.44 5.94 0.76
C 0.12 5.17 0.67
C 0.01 4.17 1.82
C 2.33 0.56 1.65
C 1.70 -0.71 2.27
C 2.69 -1.46 3.18
C 4.15 -1.29 2.70
C 4.18 -1.16 1.19
C 3.51 0.16 0.73
H -2.36 3.97 -2.11
H -2.07 4.34 -0.40
H -3.61 3.62 -0.88
H -3.97 2.31 -2.85
H -5.52 0.81 -4.04
H -5.29 -1.65 -3.80
H -3.51 -2.58 -2.41
H -2.98 -2.74 -0.13
H -2.13 -4.02 -2.19
H -2.68 -4.93 -0.80
H 0.22 -4.45 -1.62
H -0.67 -5.95 -1.69
H 0.85 -5.84 0.31
H -0.84 -6.01 0.78
H 0.70 -3.37 0.70
H 0.28 -4.25 2.16
H -1.38 -2.45 1.76
H -2.13 -4.02 1.64
H 0.04 -0.35 -2.39
H 1.46 -2.78 -1.27
H 1.59 -1.14 -0.69
H 3.48 -1.74 -2.21
H 2.52 -0.40 -2.84
H 2.24 -3.33 -3.69
H 2.99 -2.05 -4.65
H 0.63 -2.43 -5.38
H 0.82 -0.81 -4.71
H -0.31 -3.25 -3.25
H -1.24 -1.87 -3.84
H -0.80 2.43 -3.59
H 1.41 2.76 -4.64
H 3.47 2.66 -3.25
H 3.31 2.21 -0.85
H 1.18 2.78 2.93
H 3.37 3.19 1.66
H 2.74 4.43 2.73
H 2.58 4.50 -0.32
H 3.57 5.50 0.73
H 1.50 6.68 -0.04
H 1.48 6.49 1.71
H 0.08 4.65 -0.29
H -0.73 5.85 0.70
H -0.92 3.60 1.75
H -0.04 4.74 2.76
H 2.72 1.15 2.48
H 1.37 -1.36 1.46
H 0.80 -0.45 2.84
H 2.43 -2.52 3.19
H 2.59 -1.10 4.21
H 4.76 -2.12 3.04
H 4.58 -0.38 3.14
H 3.65 -2.01 0.74
H 5.20 -1.19 0.81
H 3.17 0.04 -0.29
H 4.25 0.96 0.73
C -1.74 -0.51 4.62
C -2.77 -0.13 3.54
C -3.49 1.16 3.97
C -3.80 -1.27 3.41
N -2.10 0.06 2.29
H -2.23 -0.65 5.59
H -0.99 0.28 4.71
H -1.24 -1.44 4.34
H -4.01 1.03 4.92
H -4.23 1.44 3.20
H -2.77 1.97 4.06
H -4.33 -1.42 4.36
H -3.30 -2.20 3.13
H -4.53 -1.02 2.63
*
```

A cluster of 10 separate species, C48H47Cl4F7O3 in total in a non-equilibrium geometry. Source: the OMol25 dataset; level of theory: ωB97M-V/def2-TZVPD.

## Properties
Lowest unoccupied orbital energy ... 0.0163 hartree
SMILES ... CCOC(=O)OC.Fc1ccccc1.Fc1ccccc1.Fc1ccccc1.Fc1ccccc1.Fc1ccccc1.Fc1ccccc1.Fc1ccccc1.ClCCl.ClCCl
Electronic energy ... -125792.859 eV
Frontier orbital gap ... 9.4 eV
E_HOMO ... -9.0 eV

The geometry in ORCA input format:
```
! wB97M-V def2-TZVPD RIJCOSX def2/J DEFGRID3
* xyz 0 1
C 1.61 4.50 1.23
Cl 3.08 4.66 0.25
Cl 1.28 5.95 2.18
H 0.75 4.31 0.61
H 1.80 3.72 1.95
C -0.81 0.11 -0.40
Cl -0.03 1.68 -0.08
Cl -2.07 -0.17 0.84
H -1.36 0.19 -1.34
H -0.09 -0.68 -0.36
C -2.41 2.72 2.88
C -2.14 4.04 3.56
O -1.61 3.76 4.85
C -1.03 4.77 5.50
O -0.61 5.77 5.00
O -0.91 4.42 6.77
C -0.17 5.29 7.59
H -2.86 1.94 3.49
H -1.49 2.34 2.43
H -3.11 2.80 2.04
H -3.00 4.70 3.63
H -1.37 4.55 2.98
H -0.14 4.83 8.57
H -0.60 6.29 7.70
H 0.82 5.44 7.17
F 6.21 1.59 -3.76
C 5.20 1.23 -2.95
C 5.18 -0.05 -2.40
C 4.09 -0.42 -1.65
C 3.11 0.52 -1.32
C 3.15 1.79 -1.85
C 4.22 2.14 -2.68
H 5.98 -0.75 -2.63
H 3.98 -1.41 -1.25
H 2.29 0.27 -0.66
H 2.31 2.46 -1.73
H 4.30 3.12 -3.14
F -1.59 -5.25 -2.67
C -1.88 -5.04 -1.38
C -2.81 -5.85 -0.77
C -3.13 -5.63 0.57
C -2.43 -4.68 1.29
C -1.47 -3.89 0.66
C -1.14 -4.11 -0.67
H -3.26 -6.69 -1.28
H -3.85 -6.23 1.10
H -2.66 -4.42 2.32
H -1.06 -3.05 1.20
H -0.41 -3.51 -1.21
F 2.20 3.19 -6.36
C 1.41 3.08 -5.29
C 1.48 4.03 -4.28
C 0.58 3.98 -3.22
C -0.35 2.96 -3.16
C -0.40 2.01 -4.17
C 0.44 2.09 -5.26
H 2.19 4.84 -4.39
H 0.59 4.80 -2.51
H -1.04 2.92 -2.33
H -1.15 1.23 -4.06
H 0.40 1.32 -6.02
F 1.66 -2.03 0.05
C 2.28 -2.60 1.11
C 2.18 -3.96 1.28
C 2.81 -4.57 2.36
C 3.51 -3.78 3.26
C 3.54 -2.40 3.13
C 2.92 -1.81 2.04
H 1.63 -4.53 0.54
H 2.67 -5.63 2.52
H 4.00 -4.27 4.09
H 4.08 -1.85 3.89
H 3.03 -0.74 1.90
F 0.79 -1.53 -2.43
C 1.61 -2.08 -3.34
C 2.29 -3.24 -3.04
C 3.09 -3.84 -4.02
C 3.20 -3.25 -5.26
C 2.51 -2.07 -5.55
C 1.77 -1.45 -4.57
H 2.08 -3.80 -2.14
H 3.53 -4.80 -3.79
H 3.86 -3.69 -6.01
H 2.56 -1.70 -6.57
H 1.22 -0.53 -4.74
F -3.42 4.04 -3.32
C -3.80 2.80 -3.02
C -4.11 1.91 -4.03
C -4.59 0.65 -3.68
C -4.70 0.29 -2.34
C -4.24 1.14 -1.35
C -3.78 2.41 -1.70
H -3.97 2.20 -5.06
H -4.86 -0.03 -4.48
H -5.12 -0.67 -2.07
H -4.27 0.85 -0.32
H -3.46 3.11 -0.94
F -4.50 -2.40 6.12
C -3.37 -2.24 5.38
C -2.52 -3.32 5.24
C -1.35 -3.17 4.50
C -1.03 -1.94 3.96
C -1.88 -0.86 4.16
C -3.07 -1.00 4.87
H -2.78 -4.29 5.64
H -0.71 -4.05 4.47
H -0.11 -1.76 3.42
H -1.67 0.10 3.72
H -3.69 -0.12 4.99
*
```

An isolated molecule of C3H7NO4 in a non-equilibrium geometry. Source: the OMol25 dataset; level of theory: ωB97M-V/def2-TZVPD.

## Properties
Lowest unoccupied orbital energy ... 0.0259 hartree
SMILES ... CC(=O)[N@H+](O)[C@H]([O-])O
Electronic energy ... -12901.335 eV
Frontier orbital gap ... 11.0 eV
E_HOMO ... -10.3 eV

The geometry in ORCA input format:
```
! wB97M-V def2-TZVPD RIJCOSX def2/J DEFGRID3
* xyz 0 1
C 1.00 1.40 -0.74
C 0.12 0.88 0.36
O -1.51 0.23 -0.50
O -0.34 1.50 1.30
H -2.05 0.84 0.04
H 2.01 1.54 -0.35
H 0.60 2.35 -1.07
H 1.04 0.70 -1.57
N 0.39 -0.64 0.71
C -1.19 -1.27 0.18
O 1.42 -1.32 0.07
O -0.94 -2.17 -0.59
H 0.93 -1.95 -0.51
H 0.47 -0.77 1.72
H -1.96 -1.31 0.95
*
```

A cluster of 2 separate species, CH5NOS2 in total in a non-equilibrium geometry. Source: the OMol25 dataset; level of theory: ωB97M-V/def2-TZVPD.

## Properties
Lowest unoccupied orbital energy ... -0.0129 hartree
SMILES ... NC=O.SS
Electronic energy ... -26325.760 eV
Frontier orbital gap ... 9.4 eV
E_HOMO ... -9.8 eV

The geometry in ORCA input format:
```
! wB97M-V def2-TZVPD RIJCOSX def2/J DEFGRID3
* xyz 0 1
S -0.52 -0.92 -2.32
S -0.45 -2.58 -0.92
H 0.46 -0.42 -1.52
H 0.72 -3.09 -1.29
C -0.32 1.62 1.33
N 0.33 0.52 0.83
O -1.53 1.74 1.37
H 0.29 2.50 1.59
H -0.23 -0.20 0.39
H 1.24 0.83 0.53
*
```

Question: Look up the electronic energy of the first one.
Answer: -121233.175 eV